1.
C5H8N | ωB97M-V with the def2-TZVPD basis set

Structure (ORCA input):
```
! RIJCOSX wB97M-V def2-TZVPD def2/J DEFGRID3
* xyz 1 1
C -1.065 -1.572 -0.692
C -0.263 -0.485 -0.200
N -0.608 0.192 0.883
C 0.420 1.008 1.531
C 0.333 1.460 0.074
C 0.881 0.217 -0.745
H -0.806 -2.501 -0.025
H -0.857 -1.917 -1.688
H -2.017 -1.338 -0.500
H 1.471 0.608 1.848
H -0.084 1.777 2.143
H -0.124 2.435 -0.289
H 1.946 -0.160 -0.446
H 0.773 0.274 -1.894
*
```

## Properties
HOMO energy	-15.33	eV
HOMO-LUMO gap	0.3710	Eh
relative energy (zero: lowest compared OMol25 entry of this formula, charge and spin)	4.1188	eV

***

2.
C50H43BF4N4O7SW | ωB97M-V with the def2-TZVPD basis set

Structure (ORCA input):
```
! RIJCOSX wB97M-V def2-TZVPD def2/J DEFGRID3
* xyz -2 3
W -1.154 -1.754 -0.080
O 0.568 0.111 -3.438
C 0.056 -0.927 -3.015
O -0.715 -0.905 -1.945
C 0.025 -2.261 -3.797
C 0.302 -2.218 -5.150
C 0.401 -3.436 -5.875
C 0.300 -4.629 -5.199
C 0.036 -4.680 -3.822
C -0.100 -3.462 -3.087
S -0.280 -3.606 -1.385
H 0.479 -1.278 -5.637
H 0.628 -3.456 -6.943
H 0.424 -5.563 -5.690
H 0.062 -5.572 -3.180
C 3.460 3.798 1.226
C 3.579 2.650 0.229
C 4.986 2.596 -0.401
O 2.533 2.874 -0.763
C 1.531 1.909 -0.579
C 1.945 1.035 0.585
O 3.312 1.407 0.868
C 1.770 -0.438 0.641
O 0.296 -0.553 0.491
C 2.549 -1.289 -0.405
C 2.523 -2.685 -0.277
C 3.161 -3.494 -1.203
C 3.960 -2.950 -2.239
C 3.831 -1.593 -2.454
C 3.269 -0.771 -1.474
C 2.209 -0.890 2.044
C 1.370 -0.879 3.132
C 1.804 -1.300 4.410
C 2.970 -2.054 4.496
C 3.805 -2.069 3.411
C 3.457 -1.436 2.240
C -0.075 3.860 -0.528
O 0.196 2.543 -0.166
C -0.705 4.707 0.444
C -0.269 6.022 0.787
C -0.812 6.623 1.920
C -1.800 6.041 2.693
C -2.300 4.796 2.307
C -1.778 4.146 1.178
C 0.083 4.239 -1.896
C 0.273 3.217 -2.872
C 0.515 3.592 -4.172
C 0.320 4.880 -4.604
C 0.020 5.888 -3.700
C -0.152 5.567 -2.364
H 3.791 4.740 0.797
H 4.064 3.709 2.112
H 2.437 3.917 1.557
H 4.980 3.169 -1.305
H 5.255 1.570 -0.613
H 5.602 3.088 0.362
H 1.210 1.382 -1.458
H 1.324 1.398 1.426
H 1.967 -3.156 0.556
H 3.063 -4.540 -1.015
H 4.630 -3.529 -2.829
H 4.298 -1.103 -3.317
H 3.390 0.322 -1.521
H 0.370 -0.523 2.935
H 1.193 -1.094 5.231
H 3.229 -2.634 5.362
H 4.733 -2.640 3.401
H 4.200 -1.311 1.446
H 0.635 6.417 0.366
H -0.336 7.587 2.269
H -2.177 6.585 3.547
H -3.164 4.355 2.867
H -2.273 3.236 0.845
H 0.189 2.133 -2.612
H 0.633 2.822 -4.903
H 0.247 5.130 -5.688
H -0.135 6.901 -4.011
H -0.409 6.317 -1.631
O -2.954 -2.743 0.179
C -3.342 -3.536 1.173
C -3.621 -4.891 1.067
C -4.210 -5.616 2.145
C -4.496 -4.963 3.351
C -4.260 -3.565 3.480
C -3.626 -2.873 2.419
C -3.175 -1.517 2.527
N -2.275 -0.806 1.807
C -2.202 0.460 2.324
C -3.137 0.598 3.351
N -3.660 -0.656 3.516
H -3.423 -5.386 0.117
H -4.339 -6.681 2.088
H -4.754 -5.483 4.294
H -4.419 -3.132 4.449
H -1.562 1.227 1.950
H -3.325 1.472 3.912
H -4.434 -0.888 4.086
N -2.689 0.929 -1.269
C -3.800 1.704 -1.063
C -4.869 0.831 -0.803
C -4.272 -0.468 -0.842
N -2.900 -0.397 -1.015
H -1.827 1.340 -1.616
H -3.729 2.800 -1.076
H -5.901 1.096 -0.552
H -4.811 -1.383 -0.675
F -1.808 -6.698 1.772
B -0.842 -6.252 2.603
F -1.184 -5.514 3.659
F 0.394 -6.651 2.356
F -0.363 -2.960 1.353
*
```

## Properties
HOMO energy (alpha / beta)	0.21 / 0.21	eV
HOMO-LUMO gap (alpha / beta)	0.1306 / 0.1305	Eh
relative energy (zero: lowest compared OMol25 entry of this formula, charge and spin)	3.6645	eV

***

3.
C13H38BrIN10O4P3 | ωB97M-V with the def2-TZVPD basis set

Structure (ORCA input):
```
! RIJCOSX wB97M-V def2-TZVPD def2/J DEFGRID3
* xyz 1 1
O 0.964 7.072 -4.150
N 1.004 5.797 -3.723
N 2.165 5.157 -3.659
N 1.882 3.933 -3.188
C 0.467 3.861 -2.969
Br -0.485 2.316 -2.272
N -0.111 5.124 -3.337
P -1.812 5.716 -3.347
O -2.301 5.901 -1.706
I -3.221 3.882 -4.269
H 1.183 7.607 -3.348
H -3.223 6.244 -1.791
O -2.246 -0.234 -0.850
P -3.351 -1.162 -0.328
N -2.265 -1.986 0.733
C -2.334 -3.361 1.200
C -1.717 -1.148 1.812
N -3.449 -2.046 -1.821
C -3.102 -3.451 -1.951
C -3.011 -1.354 -3.032
N -4.716 -2.121 0.281
C -5.914 -2.129 -0.597
C -5.212 -1.583 1.574
H -3.133 -3.531 1.933
H -1.395 -3.648 1.681
H -2.457 -4.083 0.399
H -2.442 -1.019 2.625
H -1.438 -0.156 1.459
H -0.812 -1.590 2.233
H -2.031 -3.622 -1.794
H -3.358 -3.827 -2.948
H -3.686 -4.073 -1.272
H -1.917 -1.339 -3.121
H -3.377 -0.326 -3.052
H -3.415 -1.837 -3.928
H -6.238 -1.113 -0.840
H -6.743 -2.652 -0.112
H -5.747 -2.667 -1.529
H -5.489 -0.528 1.487
H -4.466 -1.672 2.364
H -6.081 -2.144 1.925
O 1.305 0.095 1.739
P 2.781 0.372 1.401
N 2.972 -1.177 0.641
C 4.179 -1.982 0.541
C 2.182 -1.356 -0.583
N 3.264 0.221 3.062
C 4.126 -0.839 3.558
C 2.246 0.493 4.077
N 4.459 0.777 0.979
C 5.046 1.891 1.766
C 4.560 1.231 -0.430
H 4.915 -1.577 -0.165
H 3.936 -2.993 0.200
H 4.676 -2.133 1.493
H 2.646 -0.856 -1.443
H 1.174 -0.955 -0.471
H 2.069 -2.415 -0.830
H 3.642 -1.821 3.496
H 4.396 -0.666 4.605
H 5.083 -0.857 3.034
H 1.560 -0.352 4.205
H 1.662 1.379 3.820
H 2.706 0.705 5.047
H 4.414 2.784 1.727
H 6.038 2.151 1.383
H 5.206 1.629 2.809
H 3.895 2.079 -0.625
H 4.306 0.436 -1.132
H 5.582 1.526 -0.676
*
```

## Properties
HOMO energy	-9.75	eV
HOMO-LUMO gap	0.1649	Eh
relative energy (zero: lowest compared OMol25 entry of this formula, charge and spin)	6.8198	eV

***

4.
C24H21NO4 | ωB97M-V with the def2-TZVPD basis set

Structure (ORCA input):
```
! RIJCOSX wB97M-V def2-TZVPD def2/J DEFGRID3
* xyz 0 1
C -1.536 -1.324 3.566
O -0.616 -1.869 2.654
C 0.588 -1.208 2.478
C 0.921 -0.006 3.069
C 2.142 0.596 2.794
C 3.051 -0.001 1.940
C 4.370 0.636 1.624
C 2.718 -1.218 1.357
C 1.497 -1.828 1.599
N 1.156 -3.044 1.014
C 1.443 -3.272 -0.392
C 1.447 -2.008 -1.220
C 2.515 -1.691 -1.984
C 2.630 -0.438 -2.706
O 3.559 -0.127 -3.411
O 1.616 0.460 -2.533
C 0.523 0.169 -1.792
C -0.453 1.155 -1.688
C -1.604 0.957 -0.946
C -2.609 2.025 -0.837
C -2.998 2.732 -1.973
C -3.936 3.743 -1.882
C -4.491 4.070 -0.656
C -4.104 3.377 0.479
C -3.173 2.360 0.391
C -1.792 -0.296 -0.325
O -2.936 -0.515 0.375
C -0.838 -1.283 -0.451
C 0.357 -1.066 -1.146
H -1.895 -0.343 3.236
H -2.373 -2.022 3.600
H -1.105 -1.235 4.567
H 0.235 0.491 3.737
H 2.375 1.543 3.257
H 4.509 1.549 2.198
H 5.188 -0.047 1.850
H 4.426 0.880 0.564
H 3.425 -1.698 0.699
H 0.241 -3.346 1.316
H 2.426 -3.749 -0.486
H 0.701 -3.970 -0.789
H 3.365 -2.350 -2.074
H -0.280 2.099 -2.181
H -2.577 2.469 -2.932
H -4.235 4.278 -2.771
H -5.222 4.861 -0.586
H -4.531 3.631 1.438
H -2.868 1.829 1.279
H -2.915 -1.403 0.754
H -1.025 -2.242 0.007
*
```

## Properties
HOMO energy	-7.92	eV
HOMO-LUMO gap	0.2847	Eh
relative energy (zero: lowest compared OMol25 entry of this formula, charge and spin)	1.2048	eV